Arrangement 1

Computed, not measured: a gas-phase ion, CH7N4 (charge +1), with the ωB97M-V functional and the def2-TZVPD basis.

Output
- Orbital gap: 11.15 eV
- SMILES: N/C=N/[NH2+]N
- LUMO energy: -3.402 eV
- HOMO: -14.55 eV
- Total charge: +1
- Molar mass: 75.09 g/mol

Last column: Löwdin charge in e.
Element x y z (Å)
N1 -2.19 -0.09 0.14  0.17
C1 -0.97 0.15 -0.34  -0.27
N2 -0.19 0.92 0.29  0.03
N3 1.12 0.74 -0.26  -0.10
N4 1.67 -0.42 0.20  0.08
H1 -2.91 -0.51 -0.38  0.11
H2 -2.43 0.58 0.85  0.13
H3 -0.52 -0.34 -1.25  0.17
H4 1.14 1.07 -1.25  0.21
H5 1.56 1.56 0.28  0.21
H6 1.63 -0.56 1.22  0.15
H7 2.36 -0.96 -0.24  0.10

Arrangement 2

Computed, not measured: 2 unconnected molecules or ions with the total composition CH7N4, with the ωB97M-V functional and the def2-TZVPD basis.

Output
- Orbital gap (alpha / beta): 8.24 / 8.24 eV
- LUMO energy (alpha / beta): -4.466 / -4.466 eV
- HOMO (alpha / beta): -12.71 / -12.71 eV
- Total charge: +1
- Molar mass: 75.09 g/mol

Last column: Löwdin charge in e.
Element x y z (Å)
C1 0.53 0.43 -1.45  0.01
N1 0.77 -0.75 0.86  0.06
N2 0.25 -0.39 1.87  -0.26
N3 -0.79 0.52 1.86  0.09
N4 -0.01 -0.43 -2.16  0.11
H1 0.01 1.17 -0.83  0.10
H2 1.66 0.51 -1.58  0.15
H3 -0.98 0.74 0.97  0.01
H4 -1.40 0.53 2.65  0.11
H5 0.55 -0.56 2.89  0.20
H6 0.51 -1.11 -2.84  0.20
H7 -1.10 -0.64 -2.24  0.22

Arrangement 3

Computed, not measured: a gas-phase ion, CH7N4 (charge +1), with the ωB97M-V functional and the def2-TZVPD basis.

Output
- Orbital gap: 10.88 eV
- SMILES: [H]/N=C/N(N)[NH3+]
- LUMO energy: -4.221 eV
- HOMO: -15.11 eV
- Total charge: +1
- Molar mass: 75.09 g/mol

Last column: Löwdin charge in e.
Element x y z (Å)
H1 -2.26 1.65 0.88  0.08
N1 -1.50 1.00 1.07  0.17
C1 -0.82 1.00 0.03  -0.24
N2 0.38 0.29 0.11  -0.20
N3 0.80 -0.35 1.29  0.09
N4 0.55 -0.63 -1.02  0.19
H2 -1.05 1.47 -0.85  0.11
H3 1.31 0.42 1.75  0.12
H4 0.06 -0.48 1.96  0.08
H5 -0.15 -1.47 -1.10  0.23
H6 0.56 -0.04 -1.93  0.22
H7 1.43 -1.16 -1.10  0.17

Stability ranking, top entry: arrangement 1; the second entry is 0.0110 hartree less favorable.